A gas-phase ion, C2H7ClN2O2P (charge -1) in a non-equilibrium geometry. Source: the Open Molecules 2025 dataset; level of theory: ωB97M-V/def2-TZVPD.

Last column: Mulliken charge in e.
CARTESIAN COORDINATES (ANGSTROEM)
C 0.813 0.158 1.105  -0.94
N 0.263 0.815 -0.093  0.03
C 0.017 -0.117 -1.116  -0.90
N -1.043 1.391 0.059  -0.40
P -1.312 2.757 1.099  0.81
O -0.676 2.480 2.423  -0.71
O -2.753 3.094 0.992  -0.70
Cl -0.272 4.236 0.198  -0.33
H 0.820 0.954 1.916  0.29
H 0.131 -0.598 1.310  0.44
H 1.831 -0.282 0.998  0.25
H 1.088 -0.074 -1.720  0.22
H -0.124 -1.162 -0.903  0.27
H -0.769 0.318 -1.649  0.43
H -1.574 0.664 0.501  0.24

Net charge   -1
ΔE to the lowest compared entry with this formula, charge and spin   0.00 kcal/mol
Multiplicity   1
SMILES   CN(C)N[P@](=O)([O-])Cl